No. 1
Molecular formula: C8H24O5
Method: DFT, wB97M-V/def2-TZVPD

SMILES: C/C=C/C=C/CCC.O.O.O.O.O
Highest occupied orbital energy: -8.59 eV
Kohn-Sham gap: 8.82 eV

The geometry in ORCA input format:
```
! RIJCOSX wB97M-V def2-TZVPD def2/J DEFGRID3
* xyz 0 1
C 0.64342 2.63114 -0.97330
C 2.02169 2.16088 -0.43289
C 2.67307 1.09977 -1.31353
C 0.78579 -0.49339 -0.97839
C 1.91023 -0.15247 -1.60735
C -1.42691 -3.66431 -0.66835
C -0.76304 -2.32642 -0.38008
C 0.09858 -1.77419 -1.22815
H 0.68556 3.71545 -1.05392
H -0.19984 2.36172 -0.34104
H 0.42500 2.10335 -1.90307
H 2.64339 3.05506 -0.36079
H 1.99122 1.79310 0.60288
H 3.66897 0.82556 -0.94499
H 2.93381 1.61447 -2.24294
H 0.42435 0.12822 -0.16830
H 2.28783 -0.76549 -2.42068
H -0.77289 -4.51601 -0.50600
H -1.70430 -3.65690 -1.71483
H -2.38888 -3.64583 -0.15631
H -0.92878 -1.89573 0.59963
H 0.49341 -2.22437 -2.12694
H 1.87226 -0.64976 4.01214
H 2.24369 -0.65501 2.61322
O 2.64970 -0.81875 3.46296
H -0.18850 -1.49411 2.39488
H -0.30429 -0.14380 1.67050
O -0.13938 -0.54476 2.53273
H -2.98443 0.64401 0.77152
H -2.15752 1.85934 1.27678
O -2.11344 1.04543 0.74258
H -2.33843 2.55024 3.54799
H -1.22204 3.16964 2.64066
O -2.17448 3.06727 2.75387
H -2.22902 -0.26204 -3.85033
H -2.67767 -1.35244 -2.85530
O -2.67132 -1.11072 -3.78460
*
```

=====

No. 2
Molecular formula: C40H103F6N14O21S2V
Method: DFT, wB97M-V/def2-TZVPD

Highest occupied orbital energy (alpha / beta): -9.61 / -9.61 eV
Kohn-Sham gap (alpha / beta): 4.40 / 4.88 eV

The geometry in ORCA input format:
```
! RIJCOSX wB97M-V def2-TZVPD def2/J DEFGRID3
* xyz 1 2
O -21.48260 -11.10806 6.34787
V -20.30472 -12.10678 6.10457
C -20.18157 -9.33111 9.45276
F -19.77359 -8.26055 10.07676
F -20.06230 -10.37015 10.26061
F -21.40775 -9.22269 9.00804
S -19.00792 -9.55077 7.94977
O -19.65215 -8.79711 6.89346
O -17.71579 -9.04730 8.28936
N -19.12856 -11.20898 7.51562
S -18.02996 -11.98832 8.36849
O -17.74570 -11.52625 9.68726
O -18.28845 -13.40870 8.25427
C -16.43539 -11.85592 7.33579
F -15.69794 -10.81221 7.71100
F -15.70756 -12.92066 7.62768
F -16.67768 -11.74717 6.03003
C -25.59692 -6.84418 10.18033
O -25.78971 -7.86081 10.81940
N -26.21011 -5.65215 10.45173
N -24.57298 -6.73601 9.25441
H -26.04782 -4.81827 9.92264
H -26.74059 -5.57380 11.29944
H -24.60463 -6.00100 8.57105
H -24.03515 -7.55391 9.03689
C -18.70953 -14.87731 5.19391
O -19.20116 -13.77115 5.54637
N -17.79238 -15.44347 6.01296
N -19.02556 -15.55172 4.08944
H -17.10816 -16.06595 5.61804
H -17.53356 -14.92952 6.84761
H -18.55263 -16.41448 3.89244
H -19.68633 -15.15154 3.44620
C -19.06425 -11.24128 3.20711
O -19.31582 -11.19619 4.42062
N -19.83310 -10.57177 2.29666
N -17.93069 -11.77741 2.69125
H -19.69570 -10.76582 1.32193
H -20.70462 -10.19517 2.63344
H -17.81663 -11.78272 1.69535
H -17.14904 -11.99353 3.28573
C -22.05081 -6.12323 6.09773
O -22.08142 -6.66181 4.99305
N -22.97133 -5.21136 6.53044
N -21.11823 -6.47452 7.02145
H -22.73907 -4.65193 7.32928
H -23.74466 -4.97825 5.93594
H -21.10362 -6.04683 7.92893
H -20.58105 -7.32052 6.82881
C -13.68827 -12.22192 10.69813
C -13.15611 -11.23754 9.68510
O -11.81313 -10.83176 9.95881
H -13.13898 -13.17005 10.69338
H -14.72266 -12.49294 10.46385
H -13.69656 -11.88744 11.73629
H -13.80909 -10.36413 9.64872
H -13.16445 -11.67529 8.67898
H -11.37818 -11.64939 10.22538
C -16.94676 -16.61403 9.43187
C -15.55143 -16.89857 8.89254
O -15.13595 -15.83850 8.05157
H -16.82741 -15.88351 10.23839
H -17.35166 -17.48132 9.95823
H -17.69528 -16.25787 8.72932
H -15.63678 -17.82647 8.31074
H -14.88845 -17.10333 9.73667
H -14.48903 -16.17034 7.42263
C -24.45781 -13.48248 16.70922
O -23.33394 -12.88742 16.11152
C -23.16695 -13.22194 14.75166
C -22.01438 -12.39502 14.19888
N -22.44282 -11.00629 13.96610
C -21.29464 -10.22040 13.52157
C -21.64687 -8.78948 13.11362
O -20.45081 -8.05475 13.02305
C -20.60769 -6.69502 12.73205
H -25.31273 -13.34728 16.03566
H -24.74403 -13.03985 17.66316
H -24.25079 -14.53808 16.92250
H -24.08959 -13.00175 14.20975
H -22.83547 -14.25975 14.62282
H -21.74683 -12.84063 13.23678
H -21.13437 -12.43051 14.85000
H -22.61274 -10.64545 14.90482
H -20.91402 -10.68183 12.60348
H -20.44244 -10.25390 14.21360
H -22.35934 -8.28175 13.77551
H -22.13364 -8.84550 12.12822
H -21.09875 -6.09818 13.50974
H -21.19306 -6.54502 11.81475
H -19.62203 -6.25438 12.58753
C -17.03273 -0.76964 10.39748
O -17.01807 -2.11884 10.76394
C -17.21093 -2.33730 12.15404
C -17.35071 -3.82726 12.35086
N -16.18910 -4.56065 11.90108
C -16.41830 -5.98984 11.91955
C -15.18097 -6.77231 11.48595
O -14.76945 -6.45936 10.17215
C -15.47018 -7.20126 9.19584
H -16.18146 -0.20241 10.79493
H -17.90680 -0.22633 10.78148
H -17.02442 -0.65229 9.31629
H -18.10806 -1.79483 12.47676
H -16.42446 -1.91855 12.79315
H -18.25604 -4.12502 11.79330
H -17.57073 -3.98775 13.41041
H -15.86821 -4.19268 11.01683
H -17.23400 -6.22099 11.21124
H -16.72767 -6.33148 12.90878
H -15.51334 -7.81897 11.50388
H -14.39349 -6.62894 12.22340
H -16.49272 -6.81164 9.13659
H -15.50425 -8.28093 9.36076
H -15.02988 -6.99790 8.22593
C -14.11364 -16.48234 17.51786
O -14.45573 -15.11654 17.51241
C -15.49707 -14.74334 18.38536
C -16.85245 -14.92172 17.69753
N -16.95520 -14.12704 16.47667
C -18.03112 -14.61793 15.63931
C -17.99776 -13.93994 14.27682
O -19.12495 -14.29173 13.52777
C -19.01103 -14.07142 12.14156
H -13.63012 -16.69000 16.56252
H -14.97430 -17.15301 17.58688
H -13.39009 -16.70460 18.30691
H -15.33544 -13.74215 18.78048
H -15.52401 -15.41857 19.25075
H -17.67932 -14.58934 18.32783
H -16.94948 -15.98631 17.44035
H -16.09840 -14.15151 15.93564
H -19.04051 -14.53726 16.04651
H -17.91091 -15.68460 15.38083
H -17.05493 -14.20671 13.77062
H -17.88423 -12.85072 14.39045
H -19.98779 -14.33323 11.72860
H -18.23581 -14.70710 11.70888
H -18.91945 -13.00033 11.92860
C -6.55787 -17.64049 7.35232
O -7.11873 -16.46485 6.80081
C -7.85687 -16.72983 5.61574
C -8.56028 -15.45330 5.20693
N -9.70355 -15.22747 6.06888
C -10.46208 -14.01209 5.82123
C -11.31311 -14.10531 4.56381
O -12.39384 -13.18743 4.59951
C -13.48261 -13.64380 5.33166
H -5.82132 -18.09326 6.68351
H -7.30287 -18.38737 7.64574
H -6.08352 -17.28322 8.26654
H -8.60845 -17.50034 5.81314
H -7.15920 -17.04137 4.83096
H -8.92697 -15.52739 4.17956
H -7.88710 -14.58494 5.25865
H -9.54091 -15.37296 7.05225
H -9.85547 -13.09740 5.87242
H -11.11954 -13.88824 6.68920
H -11.61395 -15.12807 4.31797
H -10.69381 -13.78339 3.72081
H -13.35624 -13.62014 6.42495
H -13.71579 -14.71632 5.20896
H -14.37058 -13.07498 5.05651
C -17.94085 -5.68088 5.48271
O -17.00078 -6.24626 4.56476
C -17.23165 -7.61119 4.29814
C -15.91594 -8.14352 3.69351
N -14.71221 -7.83039 4.42357
C -14.72716 -8.39238 5.77764
C -13.46550 -8.01962 6.55233
O -13.22524 -6.65633 6.33105
C -12.14266 -6.17913 7.11302
H -17.50030 -4.78339 5.91141
H -18.02495 -6.39111 6.31211
H -18.87887 -5.50160 4.95699
H -18.05612 -7.62799 3.57510
H -17.46440 -8.18913 5.20049
H -15.84110 -7.59907 2.74604
H -15.98035 -9.20492 3.43853
H -14.37357 -6.88445 4.43912
H -14.95596 -9.45692 5.81826
H -15.60485 -7.92620 6.25479
H -12.62816 -8.65156 6.23217
H -13.63695 -8.25764 7.60632
H -11.97851 -5.12384 6.90353
H -11.21712 -6.67346 6.79870
H -12.33954 -6.32741 8.17622
*
```

=====

No. 3
Molecular formula: C29H26F40O8
Method: DFT, wB97M-V/def2-TZVPD

Highest occupied orbital energy (alpha / beta): -12.62 / -12.62 eV
Kohn-Sham gap (alpha / beta): 9.01 / 1.48 eV

The geometry in ORCA input format:
```
! RIJCOSX wB97M-V def2-TZVPD def2/J DEFGRID3
* xyz 1 2
C 4.57831 -8.44087 -12.95379
C 3.43872 -7.41551 -13.07464
C 3.08595 -6.97870 -14.48916
O 1.66813 -7.16922 -14.50531
C 1.26699 -8.00010 -13.54935
O 0.21805 -8.59782 -13.45294
O 2.26602 -8.21881 -12.72222
H 5.54389 -8.00353 -13.20775
H 4.38783 -9.42977 -13.37079
H 4.55300 -8.68070 -11.89080
H 3.47710 -6.54669 -12.41753
H 3.69888 -7.57050 -15.16900
H 3.41537 -5.95821 -14.68453
C 1.80286 -9.73041 -17.33047
C 2.69547 -8.85213 -18.20290
C 3.29649 -9.73855 -19.35646
F 2.42772 -10.48757 -20.03121
F 4.12547 -9.16795 -20.22432
F 1.89220 -7.87990 -18.70775
F 3.53869 -8.14744 -17.42163
O 2.54508 -10.90105 -16.90809
C 1.87125 -11.78121 -15.94037
C 2.56503 -13.15011 -15.95296
F 3.80832 -13.14117 -15.38341
F 1.81910 -14.00783 -15.26348
F 2.03259 -11.21907 -14.72927
F 0.51350 -11.91393 -16.20083
H 0.86529 -9.95034 -17.84106
H 1.59090 -9.23329 -16.38387
H 3.98369 -10.48495 -18.95804
H 2.75391 -13.53369 -16.95560
C 7.53084 -3.85911 -17.21069
C 6.64395 -4.63992 -18.29354
C 5.65160 -5.66972 -17.63211
F 6.09113 -6.37779 -16.67962
F 4.59447 -5.01602 -17.10518
F 6.01623 -3.73232 -19.11976
F 7.43037 -5.22045 -19.19457
O 6.66471 -2.94814 -16.39025
C 6.60588 -3.19584 -14.93196
C 5.88161 -1.98954 -14.22260
F 4.61447 -1.87114 -14.45599
F 6.13997 -1.77337 -12.95013
F 6.25203 -4.49027 -14.67454
F 7.89860 -3.01740 -14.65375
H 8.26189 -3.21833 -17.70371
H 8.27904 -4.43133 -16.66220
H 5.28142 -6.42056 -18.33018
H 6.36639 -1.14406 -14.71071
C -1.31728 -5.28321 -12.94160
C -0.55945 -4.02542 -12.97255
C -1.14822 -2.94671 -12.00205
F -2.43537 -2.70835 -12.00483
F -0.95686 -3.21621 -10.70853
F 0.77637 -4.27206 -12.92938
F -0.68300 -3.44089 -14.16552
O -1.27837 -5.76877 -11.64890
C -2.47376 -6.32916 -11.08627
C -3.56560 -5.28876 -10.82682
F -4.74973 -5.70703 -10.43375
F -3.31039 -4.45107 -9.79753
F -2.92009 -7.22995 -11.85825
F -2.02325 -6.89839 -9.98765
H -1.16469 -6.06748 -13.68305
H -2.33503 -5.00248 -13.21266
H -0.65263 -2.00229 -12.22692
H -3.86303 -4.58851 -11.60739
C 0.32103 -10.67651 -10.92656
C -0.16285 -11.87224 -11.75444
C -1.65731 -12.26732 -11.48270
F -2.51942 -11.24778 -11.58599
F -2.23524 -13.11982 -12.26353
F -0.13040 -11.53618 -12.99234
F 0.60583 -12.94543 -11.77086
O 0.20529 -10.88154 -9.48006
C 1.03990 -10.03685 -8.72358
C 0.65092 -8.57632 -8.76815
F 1.24982 -8.00846 -7.69248
F 0.84997 -8.01134 -9.91763
F 0.91559 -10.63777 -7.56042
F 2.26755 -10.22246 -9.08094
H -0.18018 -9.77741 -11.28502
H 1.30771 -10.34695 -11.25209
H -1.76111 -12.69860 -10.48705
H -0.43285 -8.51783 -8.66757
C 7.01240 -12.12717 -18.53641
C 7.98804 -12.97095 -19.42446
C 9.36278 -12.31601 -19.73716
F 10.15277 -13.13729 -20.37815
F 9.18686 -11.18978 -20.37869
F 8.28471 -14.13061 -18.90726
F 7.23566 -13.28156 -20.49607
O 7.61043 -11.84818 -17.33118
C 6.92678 -11.06037 -16.37834
C 7.82327 -9.97433 -15.79646
F 8.12334 -9.15273 -16.81216
F 7.46925 -9.38576 -14.65877
F 5.70788 -10.59129 -16.82952
F 6.59411 -11.89851 -15.48326
H 6.01666 -12.55624 -18.42460
H 6.74004 -11.27261 -19.15580
H 9.80543 -11.98403 -18.79804
H 8.85406 -10.27817 -15.61413
*
```